11
Properties=species:S:1:pos:R:3:forces:R:3 method="wB97M-V/def2-TZVPD" orbital_gap_ev=10.22 e_above_lowest_kcal_mol=32.8 e_lumo_ev=0.742 total_charge=0 smiles="[H]/N=C/NC(N)=O"
O -0.4100 -1.2379 -0.6550 -0.8 -0.9 -0.7
N -2.2005 -0.2648 0.1428 -0.4 1.3 0.5
N 2.3219 0.4358 0.7429 1.4 -0.1 0.2
N 0.2408 0.7161 0.2435 -5.8 -1.6 -0.5
C 1.4144 0.0845 -0.0550 1.6 1.8 0.2
C -0.8788 -0.2527 -0.1212 2.9 -1.1 -0.2
H -2.7528 -1.0239 -0.2510 0.7 0.3 0.1
H 3.2160 0.2723 0.3095 0.6 -0.6 0.3
H 0.1753 1.0653 1.1933 0.3 0.2 -0.2
H -2.6944 0.5782 0.3296 -0.3 0.5 0.2
H 1.5454 -0.4157 -1.0077 -0.2 0.1 0.1

=====

82
Properties=species:S:1:pos:R:3:forces:R:3 method="wB97M-V/def2-TZVPD" orbital_gap_ev="4.64 / 4.66" e_lumo_ev="-14.795 / -14.773" total_charge=+4
Ce 0.4045 -1.2277 -0.0038 -3.7 3.4 0.5
Br 1.1856 -4.6480 1.0328 1.5 1.6 -1.5
P -1.0595 1.0714 -1.3568 -0.5 -0.6 -0.6
P -2.0721 -1.8765 1.3861 1.4 -0.6 -0.2
N 0.4424 0.6309 1.5844 0.7 -0.3 0.0
N 3.0481 5.0187 -3.0143 0.1 0.2 0.2
N 1.2949 2.0560 3.0403 -0.8 -0.4 -0.7
C 3.0426 4.0788 -3.9587 0.1 -1.0 0.2
C 3.3444 4.7146 -1.7458 -0.2 -0.6 0.0
C 3.6800 3.4134 -1.3667 0.3 0.1 -0.2
C -3.8492 -2.3898 3.5270 0.1 -0.5 0.4
C 2.7590 -2.1384 0.5311 0.8 -0.2 -1.1
C 3.3110 -1.1428 -0.2975 -0.5 -0.7 1.3
C -0.0984 2.2001 3.1036 1.0 -0.8 -0.3
C -2.4001 2.2017 -0.8227 0.1 0.4 0.7
C -1.1356 -1.1905 -3.1292 0.0 0.1 -0.2
C 3.5620 -0.0400 -2.5507 -0.3 -2.4 0.5
C -1.9696 -0.3205 -2.1879 -0.3 0.2 0.4
C 1.5848 1.1307 2.1056 -1.0 0.4 0.7
C -0.3575 1.9899 -2.7808 0.7 -0.3 -0.3
C 1.9214 -3.1194 -0.0596 -0.2 -2.0 1.3
C 3.3358 2.7304 -3.6848 0.0 0.9 0.5
C 1.5344 -3.0265 -1.4146 1.7 0.0 -0.6
C 2.2563 2.7329 3.8905 0.6 0.5 0.6
C -2.0729 -3.4272 0.3856 0.2 0.3 -0.3
C -3.6558 -1.6806 2.1965 -0.9 1.0 0.0
C -0.6090 1.2913 2.2312 0.3 -0.1 -0.2
C 4.0663 1.0808 -1.9602 -0.4 1.0 0.6
C -3.4799 1.6317 0.0923 -0.1 -0.1 0.1
C -0.7028 -3.3609 3.4942 0.4 -0.4 0.1
C -2.9662 -4.5520 0.9081 -0.1 -0.7 0.1
C 3.0863 -1.1315 -1.7051 1.3 1.7 -0.9
C 2.1621 -2.0653 -2.2278 -1.1 -1.1 0.3
C -0.8332 -2.0371 2.7492 -0.4 -0.3 0.0
C 3.7337 2.4144 -2.3651 0.1 0.2 -0.5
C -0.2362 3.4957 -2.5657 0.1 0.2 0.1
H 3.9456 -0.3738 0.1504 -0.3 -0.4 0.0
H -2.4529 -0.9442 -1.4090 0.0 0.3 -0.4
H -0.2415 -4.1219 2.8505 -0.6 0.3 0.6
H -0.5965 2.8973 3.7566 0.1 0.0 0.1
H -4.4328 -1.9764 1.4809 0.1 0.1 0.0
H -1.8060 -1.7353 -3.8053 0.3 0.0 0.1
H -1.0386 -3.8230 0.3123 -0.4 0.3 0.0
H 2.7761 4.3715 -4.9727 0.1 0.1 0.2
H -1.6498 1.0299 2.0570 0.5 0.2 -0.1
H 2.5993 0.8115 1.8575 -0.4 0.3 0.2
H -3.7891 0.6211 -0.1962 -0.1 0.2 0.0
H 3.8739 3.1555 -0.3211 0.2 0.2 -0.4
H 0.1719 -1.7428 2.3679 0.1 -0.1 0.3
H 0.0735 3.9805 -3.4981 -0.1 -0.1 0.2
H -0.9730 1.7675 -3.6684 0.0 0.0 0.3
H -4.8257 -2.1281 3.9329 0.0 0.1 -0.1
H -4.0304 -4.2807 0.8658 0.4 -0.1 0.0
H -3.8299 -3.4771 3.4445 0.0 0.1 -0.1
H -4.3637 2.2786 0.0631 0.2 -0.2 0.0
H 2.1996 2.3575 4.9223 0.0 0.0 -0.4
H -1.1037 -1.2445 3.4630 0.2 0.0 -0.3
H -2.8102 -5.4399 0.2751 -0.2 0.3 0.2
H -1.8984 3.0467 -0.3192 -0.2 -0.2 -0.2
H -0.0121 -3.1962 4.3299 -0.2 -0.2 0.0
H -2.7059 -4.8387 1.9391 -0.1 0.1 -0.4
H 2.0457 3.8093 3.9154 0.1 -0.3 -0.1
H 0.7103 -3.6365 -1.7711 0.3 -0.3 -0.3
H -0.5401 -1.9660 -2.6090 -0.1 0.1 -0.1
H 3.3008 5.5028 -0.9886 0.0 -0.1 -0.5
H -1.1803 3.9477 -2.2427 0.3 0.0 -0.2
H 3.2708 1.9717 -4.4516 0.2 0.1 -0.2
H -2.8594 2.6158 -1.7371 0.3 -0.3 0.1
H -0.4516 -0.5954 -3.7485 -0.2 -0.2 0.1
H -3.1513 1.6166 1.1343 -0.1 0.0 -0.2
H 4.5824 1.0113 -0.9964 -0.4 0.1 -0.2
H -1.6521 -3.7299 3.8963 0.3 0.2 -0.2
H 0.5333 3.7152 -1.8183 -0.1 0.1 0.0
H 3.4313 -0.1397 -3.6303 -0.5 0.3 0.3
H 1.9043 -1.9812 -3.2784 -0.1 -0.1 0.0
H 0.6441 1.5604 -2.9672 -0.3 0.2 -0.1
H -2.3898 -3.1408 -0.6364 0.0 -0.1 0.3
H -2.7780 0.1793 -2.7409 0.1 -0.3 0.0
H 3.2652 2.5559 3.4940 -0.3 0.1 0.2
H 2.8567 -2.1009 1.6123 0.4 -0.2 0.0
H -3.7723 -0.5976 2.3520 -0.1 -0.2 -0.1
H -3.1075 -2.1020 4.2726 -0.1 0.1 0.0

=====

80
Properties=species:S:1:pos:R:3:forces:R:3 method="wB97M-V/def2-TZVPD" orbital_gap_ev=9.66 e_above_lowest_kcal_mol=0.0 e_lumo_ev=0.543 total_charge=0 smiles="CCOCCNS(=O)(=O)F.O=C1OCCO1.O=C1OCCO1.O=C1OCCO1.O=C1OCCO1.O=C1OCCO1.O=C1OCCO1"
S -3.0541 -2.1341 2.7367 -3.6 -0.8 -1.2
F -2.0082 -2.8276 3.6399 0.8 0.7 0.2
O -4.6690 2.6393 -1.0230 0.2 -0.1 -0.1
O -0.1149 0.5969 2.1329 0.0 -0.3 0.3
O 6.7238 -0.7198 2.2817 0.0 -0.2 -0.1
O 2.6060 -1.5155 -1.6063 0.1 -0.1 0.0
O 4.8851 -1.2168 1.0813 0.0 -0.1 0.0
O 6.4559 -2.7841 1.4721 0.1 0.2 0.1
O 1.5117 0.4062 -4.4465 -0.1 0.1 0.0
O -7.7516 0.0115 1.6014 0.0 0.1 0.1
O -4.2649 -2.8072 3.0324 -0.8 -0.3 1.3
O 6.7076 3.0194 -3.2866 0.0 0.1 -0.1
O 6.1488 2.0272 -1.3442 -0.1 -0.1 -0.2
O -6.6796 0.5922 3.4694 -0.1 -0.1 -0.1
O -0.7072 0.0616 -4.4827 -0.1 0.2 -0.2
O 5.3437 1.2265 -3.2652 0.1 0.1 0.2
O -3.6898 2.5003 1.0124 -0.4 0.9 -0.3
O 0.8821 -2.6189 -2.5484 0.0 0.1 0.2
O -5.5053 0.1604 1.6036 0.0 0.0 0.0
O 0.1346 2.1410 -4.6794 0.1 -0.1 0.1
O -2.6945 -2.2958 1.3734 1.9 0.7 -0.2
O 0.4887 -0.9079 -1.1737 0.1 -0.1 -0.2
O -2.7853 1.4801 -0.7521 0.1 0.0 -0.1
N -3.2590 -0.5922 3.2336 1.8 -0.4 -0.6
C 1.4357 -1.6688 -1.7628 -0.1 0.0 -0.1
C 7.7948 -2.7239 1.9720 0.2 -0.1 0.0
C -0.7724 -1.2357 -1.7727 -0.6 0.1 0.2
C 1.6851 -1.0126 2.0626 -1.1 0.1 0.0
C 4.9991 0.2583 -2.2556 -0.1 -0.2 0.0
C -8.7314 -0.0122 2.6455 -0.2 -0.1 0.0
C -3.2471 1.1639 -2.0645 0.0 -0.1 -0.3
C 7.7474 -1.5174 2.8831 0.2 0.0 0.2
C -8.0701 0.8099 3.7293 -0.2 0.1 0.2
C -1.2192 0.8990 2.9624 0.0 0.3 -0.7
C 5.1492 1.0547 -0.9829 0.0 0.0 0.1
C -4.2142 2.2944 -2.3416 -0.1 0.0 -0.2
C 5.9193 -1.5430 1.5640 -0.1 -0.1 0.1
C -3.7184 2.2418 -0.1457 0.0 -0.1 0.1
C 2.3460 1.5285 -4.7750 0.3 0.1 0.0
C -6.5488 0.2458 2.1672 -0.1 0.0 -0.1
C 0.2286 0.8018 -4.5331 0.1 0.0 -0.1
C 6.1257 2.1739 -2.6870 0.0 0.0 0.1
C -0.5306 -2.6295 -2.2964 -0.2 -0.1 0.0
C -2.5771 0.4261 2.4027 0.4 1.0 1.3
C 0.1757 -0.7991 2.1031 0.8 0.4 0.2
C 1.4408 2.6979 -4.4623 0.2 0.2 0.0
H -3.2059 1.3160 2.4457 -0.1 -0.7 0.1
H 8.6882 -0.9746 2.9196 -0.1 0.2 -0.1
H 3.9929 -0.1174 -2.4016 0.0 0.1 -0.1
H 2.0691 -0.5246 1.1749 0.4 -0.1 0.0
H -8.2826 1.8761 3.6363 0.0 0.0 -0.1
H -1.0854 -2.8422 -3.2066 0.2 0.0 -0.1
H -8.8983 -1.0474 2.9471 0.1 0.0 0.0
H 5.4756 0.4529 -0.1440 0.1 0.2 0.0
H 4.2319 1.5781 -0.7063 0.0 0.0 0.0
H -5.0478 1.9956 -2.9711 -0.1 0.0 0.2
H 2.1021 -0.6147 2.9821 0.3 0.2 -0.1
H -2.4835 0.1742 1.3538 0.0 -0.3 -0.1
H -0.2783 -1.2476 1.2239 -0.3 -0.2 0.1
H -3.7357 0.1876 -2.0361 -0.1 0.0 0.0
H 8.4786 -2.5880 1.1322 0.0 0.0 0.0
H -8.3318 0.4827 4.7319 0.2 -0.1 0.0
H -4.2533 -0.4052 3.2610 -0.1 -0.4 0.0
H -2.4135 1.1265 -2.7602 0.0 0.1 0.0
H -3.7267 3.1641 -2.7856 0.0 0.0 0.1
H 2.6108 1.4717 -5.8316 -0.1 0.0 0.0
H -1.2446 1.9852 2.9792 0.0 0.2 0.0
H -9.6707 0.4132 2.3026 0.1 0.0 -0.2
H -0.9801 -0.5217 -2.5675 0.1 -0.2 0.2
H -1.0671 0.5748 3.9954 0.0 -0.3 0.0
H 1.8535 -2.0861 2.0384 0.3 -0.1 -0.2
H 3.2565 1.5220 -4.1833 -0.1 -0.2 0.0
H 1.6090 3.5519 -5.1124 -0.2 0.0 -0.1
H 1.5170 3.0213 -3.4230 0.0 -0.1 0.0
H 5.6998 -0.5763 -2.3128 0.0 0.0 0.0
H 8.0530 -3.6415 2.4940 -0.2 -0.1 0.0
H 7.4438 -1.7717 3.9001 0.0 0.0 0.0
H -0.7511 -3.4006 -1.5557 0.1 0.0 0.0
H -0.1754 -1.2354 3.0389 -0.4 -0.3 -0.1
H -1.5725 -1.1954 -1.0341 0.2 0.0 0.2

=====

14
Properties=species:S:1:pos:R:3:forces:R:3 method="wB97M-V/def2-TZVPD" orbital_gap_ev=9.78 e_above_lowest_kcal_mol=93.0 e_lumo_ev=0.859 total_charge=0 smiles="C=C/C(=N/O)OC"
O 0.7128 -0.9631 -0.4879 0.2 -0.4 -0.5
O 1.3070 1.7531 -0.2036 1.3 1.7 0.2
N 0.0721 1.2379 0.0114 -1.3 1.3 0.5
C -2.7145 0.1893 -0.1231 1.9 0.9 0.9
C -1.5338 -0.4846 -0.0426 -1.5 0.0 0.1
C 1.9666 -0.9441 0.1087 3.3 -1.0 -0.9
C -0.1158 0.0111 -0.1659 -2.5 -0.1 -0.1
H -1.6094 -1.5574 0.1775 0.2 0.3 -0.3
H 2.7248 -0.2172 -0.3754 -1.4 -1.0 0.7
H -2.6849 1.3195 -0.1831 -0.2 -1.5 -0.3
H 1.2268 2.7233 0.0422 0.0 -1.9 -0.4
H 2.3529 -1.9968 -0.0851 -0.2 1.3 0.5
H -3.6601 -0.3050 0.1426 0.5 0.2 -0.4
H 1.9556 -0.7661 1.1844 -0.3 0.1 0.0

=====

What did the first record say?
11
Properties=species:S:1:pos:R:3:forces:R:3 method="wB97M-V/def2-TZVPD" orbital_gap_ev=10.22 e_above_lowest_kcal_mol=32.8 e_lumo_ev=0.742 total_charge=0 smiles="[H]/N=C/NC(N)=O"
O -0.4100 -1.2379 -0.6550 -0.8 -0.9 -0.7
N -2.2005 -0.2648 0.1428 -0.4 1.3 0.5
N 2.3219 0.4358 0.7429 1.4 -0.1 0.2
N 0.2408 0.7161 0.2435 -5.8 -1.6 -0.5
C 1.4144 0.0845 -0.0550 1.6 1.8 0.2
C -0.8788 -0.2527 -0.1212 2.9 -1.1 -0.2
H -2.7528 -1.0239 -0.2510 0.7 0.3 0.1
H 3.2160 0.2723 0.3095 0.6 -0.6 0.3
H 0.1753 1.0653 1.1933 0.3 0.2 -0.2
H -2.6944 0.5782 0.3296 -0.3 0.5 0.2
H 1.5454 -0.4157 -1.0077 -0.2 0.1 0.1